{"formula": "C16H16BF4N7OS2Zr", "method": "wB97M-V/def2-TZVPD", "species": ["Zr", "C", "C", "N", "N", "C", "N", "S", "C", "C", "C", "C", "C", "N", "H", "H", "H", "H", "H", "H", "H", "H", "H", "N", "C", "S", "N", "N", "C", "C", "C", "C", "C", "C", "C", "O", "H", "H", "H", "H", "H", "H", "H", "F", "B", "F", "F", "F"], "xyz": [[0.26648, 0.03267, 0.13888], [-1.64813, 2.70371, 3.20289], [-1.22852, 1.56396, 2.34508], [-0.90076, 1.68272, 1.10838], [-0.81508, 2.94584, 0.58327], [-0.70076, 2.96205, -0.74396], [-0.46285, 4.19542, -1.22607], [-0.90027, 1.62795, -1.80926], [-1.13276, 0.19549, 2.92710], [-1.53284, -0.07053, 4.22286], [-1.43284, -1.36965, 4.69562], [-0.93392, -2.35902, 3.86643], [-0.52230, -2.00803, 2.59618], [-0.61939, -0.75923, 2.14281], [-1.75485, 3.60188, 2.60701], [-2.59583, 2.48002, 3.69728], [-0.90210, 2.88258, 3.98249], [-0.37557, 4.96165, -0.58173], [-0.39513, 4.34592, -2.21400], [-1.91733, 0.72214, 4.84660], [-1.74184, -1.60341, 5.70633], [-0.84082, -3.38504, 4.19271], [-0.09818, -2.73361, 1.91401], [-2.29534, -3.66734, -1.12093], [-1.40819, -2.63406, -0.95540], [-2.07502, -1.10439, -0.45364], [-0.17424, -2.90768, -1.26520], [0.66934, -1.79426, -1.09256], [1.88177, -2.04204, -1.46493], [3.02648, -1.15160, -1.45734], [4.27685, -1.71923, -1.73683], [5.41164, -0.94095, -1.77708], [5.29469, 0.43601, -1.56081], [4.07219, 1.02355, -1.30564], [2.93370, 0.22771, -1.23566], [1.73394, 0.74862, -0.98500], [-3.26929, -3.43213, -1.18572], [-1.96886, -4.43784, -1.68104], [2.05195, -3.05263, -1.82908], [4.33613, -2.78741, -1.91307], [6.37629, -1.38642, -1.97537], [6.18170, 1.05677, -1.59378], [3.97159, 2.08676, -1.13660], [1.70346, 1.14521, 1.63868], [2.42887, 0.02090, 2.21388], [1.93351, -1.03250, 1.26054], [3.76872, 0.14822, 2.09584], [1.98440, -0.24645, 3.47587]], "forces_ev_per_a": [[-0.84, 0.46, -1.29], [-0.05, 0.06, 0.16], [-0.09, -0.41, 0.32], [-0.16, 0.62, 0.05], [0.07, -0.47, 0.03], [-0.17, 0.18, 0.40], [-0.05, -0.05, -0.30], [0.18, 0.10, 0.50], [-0.10, 0.63, -0.19], [-0.11, -0.24, 0.18], [-0.03, 0.10, 0.05], [0.04, -0.11, -0.03], [-0.04, 0.14, -0.02], [0.30, 0.06, 0.29], [0.01, 0.01, -0.04], [0.01, 0.02, -0.02], [-0.01, 0.00, -0.03], [-0.02, 0.00, -0.01], [0.02, -0.01, -0.02], [0.00, -0.04, 0.01], [0.01, -0.01, -0.02], [-0.01, 0.03, 0.02], [0.01, -0.03, 0.00], [0.06, 0.07, 0.21], [-0.35, -0.22, -0.44], [0.48, -0.27, -0.03], [0.05, 0.78, 0.31], [0.23, -0.85, 0.05], [0.18, 0.14, -0.11], [-0.06, -0.57, -0.15], [0.09, 0.01, -0.03], [-0.09, 0.08, 0.03], [0.07, 0.01, -0.03], [0.16, 0.00, -0.02], [-0.63, 0.12, 0.08], [0.92, -0.25, -0.11], [0.00, 0.02, 0.01], [-0.02, 0.00, -0.01], [0.06, 0.00, -0.05], [0.02, 0.02, 0.00], [0.01, 0.02, 0.00], [-0.01, -0.01, 0.00], [0.01, 0.00, 0.01], [-0.10, -0.10, 0.39], [0.07, -0.06, -0.17], [0.06, 0.00, 0.28], [-0.14, 0.05, -0.09], [-0.06, -0.02, -0.16]], "gap_ha": 0.26317, "spin_multiplicity": 1}

=====

{"formula": "C55H62N7PS3SbTi", "method": "wB97M-V/def2-TZVPD", "species": ["Ti", "N", "C", "C", "C", "C", "C", "C", "C", "C", "C", "C", "C", "C", "N", "C", "C", "C", "C", "N", "H", "H", "H", "H", "H", "H", "H", "H", "H", "H", "S", "C", "N", "C", "C", "C", "C", "C", "C", "S", "H", "H", "H", "H", "C", "N", "C", "C", "S", "N", "C", "C", "H", "H", "H", "H", "H", "H", "H", "H", "H", "H", "H", "H", "C", "C", "C", "Sb", "C", "C", "C", "C", "C", "C", "H", "H", "H", "H", "H", "H", "H", "H", "H", "H", "H", "H", "H", "H", "H", "H", "H", "H", "H", "H", "H", "N", "P", "C", "C", "C", "C", "C", "C", "C", "C", "C", "C", "C", "C", "C", "C", "C", "C", "C", "C", "H", "H", "H", "H", "H", "H", "H", "H", "H", "H", "H", "H", "H", "H", "H"], "xyz": [[-0.09156, 0.41735, -0.64082], [8.41742, 2.40985, -6.11418], [7.46043, 2.12396, -5.54340], [6.25660, 1.76469, -4.82058], [6.03225, 2.26257, -3.54029], [4.88353, 1.91606, -2.85492], [3.90962, 1.07435, -3.41689], [4.16578, 0.57707, -4.70515], [5.31696, 0.91249, -5.39470], [2.71132, 0.71322, -2.65318], [2.91643, 0.27607, -1.29908], [4.11445, -0.06455, -0.65106], [3.76401, -0.67966, 0.57263], [2.38712, -0.68896, 0.62295], [1.85769, -0.09920, -0.49179], [1.43907, 0.64862, -3.31260], [1.14648, 0.96995, -4.64653], [-0.20789, 0.64862, -4.86449], [-0.68976, 0.17301, -3.66414], [0.27728, 0.18076, -2.70040], [6.75854, 2.92703, -3.08930], [4.71918, 2.30623, -1.86009], [3.45199, -0.10323, -5.15010], [5.50207, 0.50496, -6.38040], [5.11230, 0.07408, -1.03645], [4.43451, -1.06663, 1.32627], [1.73893, -1.09693, 1.38167], [1.82688, 1.41093, -5.35814], [-0.77164, 0.76236, -5.77901], [-1.68950, -0.16623, -3.43770], [-0.88907, 2.86222, -1.43561], [-2.27243, 1.91196, -1.34385], [-2.22365, 0.61240, -1.08872], [-3.44139, -0.01565, -1.32880], [-3.66023, -1.38743, -1.30161], [-4.92873, -1.87263, -1.57937], [-5.98216, -1.00667, -1.87598], [-5.76924, 0.36521, -1.91072], [-4.49492, 0.84864, -1.64218], [-3.90174, 2.48357, -1.68390], [-2.83188, -2.05144, -1.07751], [-5.10101, -2.94323, -1.56024], [-6.96525, -1.40482, -2.09246], [-6.57794, 1.04376, -2.15372], [2.12727, -3.90222, -4.29868], [1.59236, -3.34549, -3.06318], [2.58280, -2.83134, -2.11468], [0.30349, -3.38238, -2.71786], [-0.20125, -2.99505, -1.15375], [-0.57836, -3.77939, -3.70852], [-0.62826, -2.98976, -4.94201], [-1.89033, -4.25567, -3.30923], [3.03428, -4.45799, -4.05967], [2.38374, -3.11801, -5.01380], [1.41111, -4.58026, -4.75222], [3.54125, -2.77001, -2.62712], [2.65983, -3.49356, -1.25131], [2.30052, -1.84625, -1.76039], [0.21502, -2.30998, -5.00815], [-1.52615, -2.36928, -4.93805], [-0.64841, -3.63765, -5.82246], [-1.81029, -4.93410, -2.46435], [-2.31873, -4.79140, -4.16000], [-2.56106, -3.43362, -3.03759], [0.32992, -2.83396, 3.78525], [-1.15669, -3.16503, 3.63802], [-1.85298, -3.10227, 4.99756], [-2.00125, -1.97491, 2.02969], [-3.65368, -3.31497, 1.60786], [-3.12966, -4.53687, 0.84973], [-4.51802, -3.74672, 2.78662], [-3.13028, -0.53589, 3.15810], [-3.90190, 0.33506, 2.16082], [-2.20113, 0.32565, 4.01359], [0.79980, -3.45554, 4.55801], [0.46850, -1.79113, 4.08401], [0.88103, -2.98579, 2.85439], [-1.24346, -4.18236, 3.24087], [-1.60171, -2.18030, 5.52332], [-1.51878, -3.92960, 5.63582], [-2.93914, -3.15330, 4.93491], [-4.26921, -2.72558, 0.92489], [-2.58075, -5.20702, 1.52056], [-2.45004, -4.26802, 0.03646], [-3.95573, -5.12023, 0.42253], [-3.95969, -4.38394, 3.47760], [-5.37259, -4.33741, 2.43157], [-4.92196, -2.90580, 3.35405], [-3.82992, -1.08418, 3.79372], [-3.20745, 0.89482, 1.52474], [-4.52760, 1.06480, 2.68916], [-4.55405, -0.25031, 1.50410], [-1.38929, 0.72149, 3.40318], [-1.75962, -0.22641, 4.84369], [-2.74020, 1.18328, 4.43588], [-0.18379, 1.15566, 1.17748], [0.44541, 2.40693, 1.84520], [1.07494, 3.78815, 0.82895], [0.59182, 5.08873, 0.91560], [1.12042, 6.09424, 0.11216], [2.13202, 5.80441, -0.78939], [2.63231, 4.50954, -0.87130], [2.11719, 3.51096, -0.05899], [-0.74051, 3.22649, 2.96072], [-1.96812, 3.57454, 2.38828], [-2.97599, 4.12826, 3.16090], [-2.77434, 4.32780, 4.52360], [-1.56460, 3.97358, 5.10141], [-0.54891, 3.42535, 4.32154], [1.89031, 2.08949, 2.90587], [2.84211, 3.04879, 3.24315], [3.87916, 2.72971, 4.11087], [3.97150, 1.45255, 4.65267], [3.01641, 0.49683, 4.33501], [1.98299, 0.82077, 3.46686], [-0.20796, 5.32912, 1.60227], [0.72918, 7.10144, 0.18552], [2.52654, 6.58067, -1.43383], [3.41855, 4.27821, -1.57835], [2.51561, 2.50249, -0.13205], [-2.12968, 3.39238, 1.32926], [-3.92122, 4.39374, 2.70324], [-3.56372, 4.75111, 5.13297], [-1.40879, 4.11629, 6.16389], [0.39050, 3.14683, 4.78459], [2.78103, 4.04757, 2.82775], [4.61847, 3.48017, 4.36224], [4.78943, 1.20344, 5.31810], [3.07847, -0.50106, 4.75316], [1.23112, 0.08592, 3.20949]], "forces_ev_per_a": [[-0.76, 0.48, 0.92], [0.08, 0.02, -0.05], [-0.51, -0.15, 0.30], [0.48, 0.13, -0.32], [-0.09, 0.04, 0.20], [0.14, 0.09, -0.04], [-0.12, 0.05, 0.10], [0.08, -0.01, -0.09], [-0.16, -0.12, -0.03], [0.11, 0.01, 0.00], [-0.16, -0.02, 0.00], [0.00, -0.07, 0.16], [0.17, 0.05, -0.23], [-0.10, 0.13, -0.31], [1.00, -0.11, 0.15], [-0.03, -0.20, 0.19], [-0.17, 0.02, -0.19], [0.22, 0.10, -0.11], [0.11, 0.01, 0.25], [0.22, -0.05, -0.51], [-0.01, -0.01, 0.00], [-0.01, 0.02, 0.02], [0.04, 0.01, -0.01], [-0.02, -0.01, 0.00], [-0.02, -0.02, 0.01], [-0.01, 0.01, -0.04], [-0.04, 0.06, 0.04], [-0.06, -0.02, 0.01], [0.03, 0.00, 0.01], [-0.01, 0.03, 0.03], [-0.10, -0.08, 0.13], [-0.11, -0.18, -0.18], [-0.44, -0.07, -0.48], [0.33, 0.06, 0.30], [0.00, -0.15, 0.02], [0.01, 0.02, -0.01], [0.08, 0.06, 0.02], [0.01, -0.02, 0.03], [-0.11, 0.04, -0.04], [-0.08, 0.15, -0.06], [0.00, 0.02, -0.02], [0.00, 0.02, -0.01], [0.00, 0.01, 0.01], [0.02, -0.01, 0.01], [-0.08, -0.01, 0.16], [0.25, 0.14, -0.05], [-0.03, -0.09, -0.11], [-0.09, 0.04, 0.00], [-0.08, -0.13, 0.08], [-0.03, 0.05, -0.03], [0.07, -0.09, 0.05], [-0.03, 0.05, -0.05], [0.01, 0.00, 0.00], [0.00, 0.03, -0.02], [-0.06, 0.00, 0.01], [-0.01, 0.03, 0.02], [0.03, -0.04, 0.00], [-0.05, -0.14, -0.06], [0.05, 0.02, 0.01], [-0.04, 0.03, -0.01], [0.00, -0.02, 0.00], [0.03, 0.01, 0.01], [-0.01, 0.01, 0.02], [0.00, 0.00, 0.02], [0.03, -0.09, 0.04], [0.12, -0.04, 0.16], [0.04, -0.05, 0.02], [0.21, 0.04, -0.16], [-0.11, -0.17, -0.06], [-0.05, -0.03, -0.02], [-0.06, -0.08, -0.03], [-0.04, 0.23, 0.05], [-0.01, 0.01, 0.05], [-0.09, 0.01, -0.02], [-0.03, 0.01, -0.03], [-0.01, 0.01, 0.02], [-0.04, 0.01, -0.01], [-0.01, -0.01, 0.04], [0.01, 0.02, -0.02], [0.00, 0.03, -0.01], [0.01, -0.01, -0.03], [-0.04, 0.00, 0.01], [0.00, 0.04, -0.02], [-0.04, 0.03, 0.01], [0.02, 0.02, 0.05], [0.00, 0.02, -0.03], [0.03, 0.02, 0.01], [0.03, 0.00, -0.03], [-0.02, 0.05, 0.03], [0.00, -0.04, 0.04], [0.03, -0.02, -0.01], [0.02, -0.01, 0.03], [-0.01, 0.00, -0.03], [0.00, -0.04, 0.01], [0.01, -0.04, -0.02], [0.28, -0.01, -0.43], [-0.07, 0.10, 0.00], [0.13, 0.02, -0.04], [0.05, 0.09, -0.02], [0.00, -0.07, 0.02], [-0.03, -0.04, 0.02], [-0.03, -0.02, 0.04], [0.02, -0.01, -0.06], [-0.22, 0.04, -0.04], [-0.03, -0.04, 0.03], [0.06, -0.02, 0.03], [0.03, -0.01, -0.04], [0.02, -0.02, -0.05], [0.01, 0.11, 0.04], [-0.07, -0.19, 0.26], [0.05, -0.01, 0.01], [-0.03, -0.04, -0.02], [-0.03, 0.03, -0.04], [-0.01, 0.05, -0.03], [0.01, -0.07, 0.11], [-0.01, 0.00, 0.02], [-0.01, -0.01, 0.00], [0.01, -0.01, 0.02], [0.00, -0.03, -0.01], [-0.04, 0.02, 0.00], [0.03, 0.00, 0.02], [0.01, 0.00, 0.01], [0.01, 0.00, 0.00], [0.00, 0.00, -0.01], [-0.01, -0.01, -0.02], [-0.01, -0.01, -0.03], [0.01, -0.01, -0.01], [-0.01, 0.01, 0.00], [0.00, 0.02, -0.01], [-0.01, 0.01, -0.04]], "total_charge": -1, "gap_ha": [0.19444, 0.24919], "spin_multiplicity": 3, "s2": 2.03}

=====

Max |F| / eV/Å: 1.61 1.29